[1]
C4H7NO2 | the ωB97M-V functional and the def2-TZVPD basis

Summary:
**Frontier orbital gap**: 10.39 eV
**SMILES**: O=C[C@@H]1NCC1=O.[H][H]
**ΔE to the lowest compared entry with this formula, charge and spin**: 311.3 kJ/mol
**HOMO level**: -9.95 eV
**LUMO**: 0.441 eV

```
14
Properties=species:S:1:pos:R:3:forces:R:3:mulliken_charge:R:1
O -1.3709 0.8712 1.5202 0.1 0.1 -0.5 -0.498
C -1.1353 1.0003 0.3414 -0.1 0.0 0.3 -0.196
C -0.7273 -0.1801 -0.5245 -0.2 0.1 -0.1 0.313
N -0.7896 -1.4582 0.1941 -0.2 -0.1 0.2 -0.571
C 0.6717 -1.4837 0.4345 0.3 -0.1 0.0 -0.391
C 0.8023 -0.4242 -0.6446 0.4 0.2 -0.3 0.216
O 1.6589 -0.0496 -1.3882 -0.5 -0.2 0.4 -0.495
H -1.2441 1.9796 -0.1601 0.1 -0.1 0.0 0.438
H -1.2516 -0.1302 -1.4878 0.0 0.0 0.1 0.330
H -1.3226 -1.3556 1.0539 0.1 0.0 -0.1 0.307
H 0.9767 -1.0835 1.4132 0.0 -0.1 -0.1 0.246
H 1.1732 -2.4378 0.2496 -0.1 0.1 0.0 0.293
H 1.3580 2.4512 -0.1568 0.0 0.1 0.0 0.105
H 1.2212 2.2712 -0.8644 0.1 0.1 0.1 -0.096
```
Forces are in eV/Å.

[2]
C4H7NO2 | the ωB97M-V functional and the def2-TZVPD basis

Summary:
**Frontier orbital gap**: 10.57 eV
**SMILES**: C/C(=N\O)[C@H]1CO1
**ΔE to the lowest compared entry with this formula, charge and spin**: 465.8 kJ/mol
**HOMO level**: -9.70 eV
**LUMO**: 0.870 eV

```
14
Properties=species:S:1:pos:R:3:forces:R:3:mulliken_charge:R:1
C 1.3863 -0.7342 1.0743 0.0 0.0 0.1 -1.156
C 0.2746 -0.1785 0.2495 -0.4 0.3 0.3 0.459
N -0.7746 0.4232 0.6730 0.3 -0.2 0.1 -0.309
O -0.9333 0.5803 2.0176 0.1 0.2 0.7 -0.424
C 0.0052 -0.3572 -1.2114 -0.5 -0.4 0.7 0.189
C -0.8439 0.7062 -1.6776 0.6 0.2 -1.4 -0.444
O 0.5261 0.3438 -2.2965 -1.3 0.5 -0.3 -0.467
H 1.0172 -1.5438 1.7138 0.1 0.1 -0.1 0.314
H 2.1976 -1.1148 0.4484 -0.2 0.1 0.1 0.332
H 1.7760 0.0491 1.7314 0.0 -0.1 0.0 0.329
H -1.7406 1.1171 2.0209 0.3 -0.2 0.4 0.383
H -0.2946 -1.3714 -1.4863 0.1 -0.1 0.2 0.285
H -1.8709 0.4777 -2.0035 0.9 0.0 -1.1 0.256
H -0.7322 1.7049 -1.2852 -0.1 -0.2 0.3 0.253
```
Forces are in eV/Å.

[3]
C4H7NO2 | the ωB97M-V functional and the def2-TZVPD basis

Summary:
**Frontier orbital gap**: 10.34 eV
**SMILES**: CN1[C@H](C=O)[C@@H]1O
**ΔE to the lowest compared entry with this formula, charge and spin**: 334.9 kJ/mol
**HOMO level**: -9.94 eV
**LUMO**: 0.405 eV

```
14
Properties=species:S:1:pos:R:3:forces:R:3:mulliken_charge:R:1
C 1.0180 1.7567 -0.0132 -0.3 0.6 -0.5 -0.640
N 0.0752 0.7465 0.5151 -0.5 -1.7 -0.8 -0.307
C -0.4179 -0.2595 -0.5492 -0.7 0.4 -2.1 0.392
C -1.7923 -1.0075 -0.5495 0.9 -0.7 0.1 -0.414
O -2.2103 -1.8116 -1.3656 1.1 1.8 0.6 -0.462
C 0.5705 -0.6342 0.4580 2.5 0.5 -0.5 -0.130
O 0.3714 -1.5079 1.5026 -3.4 0.2 -0.3 -0.496
H 1.6810 1.2302 -0.7955 -0.7 1.4 0.9 0.289
H 0.4297 2.6706 -0.4044 0.9 -1.7 0.1 0.233
H 1.6099 2.2126 0.8286 -0.3 -0.9 -0.7 0.242
H 0.0085 -0.1005 -1.5889 -0.6 -0.3 1.3 0.305
H -2.2840 -0.9702 0.4273 -0.5 0.4 0.3 0.394
H 1.5973 -0.7819 0.0153 -0.9 0.3 0.8 0.270
H -0.6570 -1.5432 1.5193 2.7 -0.4 0.8 0.323
```
Forces are in eV/Å.

[4]
C4H7NO2 | the ωB97M-V functional and the def2-TZVPD basis

Summary:
**Frontier orbital gap**: 10.38 eV
**SMILES**: C[C@@]1(C(N)=O)CO1
**ΔE to the lowest compared entry with this formula, charge and spin**: 264.4 kJ/mol
**HOMO level**: -9.52 eV
**LUMO**: 0.855 eV

```
14
Properties=species:S:1:pos:R:3:forces:R:3:mulliken_charge:R:1
C -0.9201 0.1264 1.3967 0.2 0.1 0.1 -1.363
C -0.4162 -0.0024 -0.0244 0.6 -0.4 0.4 1.298
C 1.0368 0.1806 -0.4258 0.5 -0.2 -0.3 0.203
N 1.6746 1.3523 -0.6118 0.0 0.2 0.0 -0.385
O 1.6192 -0.8762 -0.6264 0.9 0.5 0.2 -0.599
C -0.7729 -1.2284 -0.6882 -1.2 0.1 -0.3 -0.742
O -1.4614 0.1367 -0.9374 -0.4 -1.4 -0.1 -0.512
H -1.9388 -0.2866 1.4312 0.4 0.0 -0.1 0.403
H -0.2837 -0.4424 2.0763 0.0 0.2 0.1 0.306
H -0.9945 1.1661 1.7235 0.2 0.0 0.0 0.334
H 2.5537 1.2506 -1.1009 -0.1 0.3 0.2 0.257
H 1.2347 2.2519 -0.5470 -0.1 0.0 -0.1 0.217
H -0.3654 -1.5359 -1.6301 0.5 0.2 0.0 0.334
H -0.9661 -2.0929 -0.0355 -1.6 0.6 -0.2 0.247
```
Forces are in eV/Å.

[5]
C4H7NO2 | the ωB97M-V functional and the def2-TZVPD basis

Summary:
**Frontier orbital gap**: 10.44 eV
**SMILES**: O=C1CN[C@H]1CO
**ΔE to the lowest compared entry with this formula, charge and spin**: 206.2 kJ/mol
**HOMO level**: -9.59 eV
**LUMO**: 0.850 eV

```
14
Properties=species:S:1:pos:R:3:forces:R:3:mulliken_charge:R:1
O -1.8636 -1.1265 0.2777 0.3 0.4 -0.3 -0.569
C -1.1793 -0.2525 -0.1809 -0.3 -0.3 0.2 0.411
C -1.2067 1.2694 -0.1881 -0.3 0.1 0.1 -0.377
N 0.1693 1.2545 -0.7492 0.2 0.1 0.1 -0.568
C 0.2310 -0.2288 -0.7738 0.1 -0.2 -0.1 0.243
C 1.1948 -0.9491 0.1550 0.1 -0.3 -0.4 -0.773
O 1.0933 -0.4475 1.4740 -0.2 -0.3 0.2 -0.544
H -1.3140 1.7030 0.8138 0.0 -0.1 -0.1 0.250
H -1.9502 1.7182 -0.8571 0.1 -0.1 0.1 0.258
H 0.8346 1.6403 -0.0862 -0.1 -0.1 -0.1 0.319
H 0.3248 -0.6347 -1.7887 -0.1 0.0 0.1 0.342
H 0.8958 -2.0091 0.1471 0.2 0.2 -0.2 0.308
H 2.2375 -0.8878 -0.1679 -0.1 0.1 -0.1 0.360
H 0.4762 -1.0686 1.8748 0.0 0.4 0.6 0.340
```
Forces are in eV/Å.

[6]
C4H7NO2 | the ωB97M-V functional and the def2-TZVPD basis

Summary:
**Frontier orbital gap**: 10.85 eV
**SMILES**: C[C@]1(C(N)=O)CO1
**ΔE to the lowest compared entry with this formula, charge and spin**: 243.5 kJ/mol
**HOMO level**: -9.95 eV
**LUMO**: 0.899 eV

```
14
Properties=species:S:1:pos:R:3:forces:R:3:mulliken_charge:R:1
C -0.1419 -1.2275 -1.0024 0.2 1.8 -1.0 -1.414
C -0.1256 0.0732 -0.2884 -0.1 1.0 1.5 1.162
C -0.6722 0.0474 1.1579 2.2 -1.2 -1.3 0.197
N 0.3727 -0.0470 1.9901 2.5 0.1 -0.6 -0.364
O -1.7910 -0.1741 1.4796 -2.5 0.6 -0.1 -0.552
C 0.0964 1.3398 -0.9596 -2.0 -0.9 -3.5 -0.696
O 1.2056 0.7653 -0.5030 1.6 -2.0 2.1 -0.507
H -0.4604 -2.0420 -0.4606 -0.6 -1.7 1.7 0.406
H 0.8947 -1.2945 -1.2506 0.5 -0.8 -0.8 0.332
H -0.8002 -1.1658 -1.8383 -0.2 0.0 -1.0 0.329
H 1.2630 -0.1401 1.4399 -1.0 0.8 1.7 0.264
H 0.3293 0.3807 2.8903 0.2 -0.2 0.5 0.230
H -0.0405 1.2007 -2.0380 0.0 0.6 -0.1 0.237
H -0.1298 2.2840 -0.6169 -0.9 1.9 1.1 0.376
```
Forces are in eV/Å.

[7]
C4H7NO2 | the ωB97M-V functional and the def2-TZVPD basis

Summary:
**Frontier orbital gap**: 10.47 eV
**SMILES**: CN(C=O)CC=O
**ΔE to the lowest compared entry with this formula, charge and spin**: 129.5 kJ/mol
**HOMO level**: -9.80 eV
**LUMO**: 0.675 eV

```
14
Properties=species:S:1:pos:R:3:forces:R:3:mulliken_charge:R:1
C 0.7510 -1.0229 -0.6319 0.2 -0.1 0.0 -1.014
N -0.2175 0.0569 -0.5068 -0.1 0.0 -0.2 0.080
C -0.9188 0.4300 -1.6132 0.0 -0.1 0.0 0.033
O -0.8349 -0.1172 -2.6938 -0.1 0.2 0.3 -0.556
C -0.2869 0.8417 0.7147 0.0 0.2 0.1 -0.401
C 0.2371 0.0427 1.8926 0.2 0.1 0.2 -0.080
O 1.1166 0.4426 2.6130 -0.4 -0.2 -0.2 -0.455
H 1.5809 -0.8518 0.0605 -0.1 0.0 -0.2 0.396
H 0.2962 -1.9960 -0.4071 0.1 0.2 -0.1 0.289
H 1.1349 -1.0480 -1.6532 -0.1 0.0 0.1 0.353
H -1.5803 1.2999 -1.4286 0.1 -0.1 0.0 0.331
H -1.3351 1.0968 0.9297 0.2 0.0 0.0 0.376
H 0.2942 1.7719 0.6662 0.0 -0.2 0.0 0.278
H -0.2374 -0.9466 2.0578 0.0 0.1 0.0 0.369
```
Forces are in eV/Å.

[8]
C4H7NO2 | the ωB97M-V functional and the def2-TZVPD basis

Summary:
**Frontier orbital gap**: 10.29 eV
**SMILES**: CN(C=O)CC=O
**ΔE to the lowest compared entry with this formula, charge and spin**: 142.0 kJ/mol
**HOMO level**: -9.46 eV
**LUMO**: 0.832 eV

```
14
Properties=species:S:1:pos:R:3:forces:R:3:mulliken_charge:R:1
C 0.9007 -1.1827 0.3161 0.7 0.3 -0.8 -0.910
N 0.2831 -0.2162 -0.5840 -0.4 0.3 0.8 0.004
C 1.0329 0.8055 -1.1118 -0.6 -0.1 -0.3 0.169
O 0.5729 1.8714 -1.4519 0.2 -0.1 -0.1 -0.535
C -1.1431 0.0765 -0.3152 2.2 0.5 0.3 -0.572
C -1.3024 0.6589 1.0869 -0.5 -0.8 0.1 0.023
O -0.5838 1.4834 1.5704 0.1 0.0 0.0 -0.435
H 0.8708 -0.8772 1.3632 -0.4 -0.1 0.0 0.335
H 0.4728 -2.1652 0.1265 0.0 -0.1 0.3 0.279
H 1.9679 -1.2094 0.0802 -0.1 -0.2 -0.1 0.348
H 2.0712 0.5066 -1.3100 0.2 0.1 0.2 0.327
H -1.6649 -0.8633 -0.4387 -0.6 0.2 -0.2 0.333
H -1.3379 0.9088 -0.9895 -0.8 -0.3 -0.4 0.304
H -2.1401 0.2029 1.6578 -0.1 0.3 0.1 0.329
```
Forces are in eV/Å.